209
Properties=species:S:1:pos:R:3 method="wB97M-V/def2-TZVPD" e_tot_ev=-122223.59738 molar_mass_g_mol=1191.740 total_charge=0 gap_ev=7.70
Ca -10.091 -14.892 3.008
C -10.666 -17.622 0.434
O -10.480 -16.736 1.523
H -9.746 -17.663 -0.149
H -10.886 -18.610 0.838
H -11.503 -17.261 -0.164
C -9.025 -12.092 5.311
O -9.548 -13.196 4.648
H -8.914 -12.306 6.374
H -8.150 -11.645 4.840
H -9.650 -11.200 5.277
C -6.744 -17.138 -1.059
C -5.225 -17.587 -0.633
C -4.450 -18.005 -1.939
C -3.985 -16.807 -2.749
C -3.047 -16.015 -1.849
C -3.710 -15.465 -0.586
N -4.467 -16.576 0.095
O -4.946 -16.253 1.405
C -2.528 -14.880 0.242
C -4.551 -14.188 -0.900
C -5.326 -18.914 0.214
H -7.094 -17.955 -1.690
H -6.850 -16.188 -1.583
H -7.391 -17.206 -0.184
H -3.627 -18.665 -1.664
H -5.182 -18.513 -2.568
H -4.786 -16.104 -2.979
H -3.391 -17.051 -3.630
H -2.623 -15.104 -2.271
H -2.157 -16.618 -1.668
H -2.150 -13.934 -0.145
H -2.816 -14.592 1.252
H -1.642 -15.502 0.373
H -5.323 -14.513 -1.597
H -4.965 -13.698 -0.019
H -3.844 -13.487 -1.344
H -4.341 -19.369 0.321
H -6.032 -19.650 -0.172
H -5.792 -18.699 1.176
H -4.244 -16.627 1.942
C -13.818 -14.458 2.256
O -12.697 -14.608 3.187
C -13.210 -15.334 4.374
C -11.972 -15.397 5.416
N -10.941 -16.217 4.751
C -9.796 -16.444 5.661
C -8.686 -17.139 4.883
O -8.363 -16.347 3.730
C -7.494 -17.028 2.837
H -13.519 -14.129 1.260
H -14.592 -13.767 2.590
H -14.303 -15.424 2.118
H -13.582 -16.323 4.106
H -14.082 -14.843 4.806
H -12.419 -15.703 6.362
H -11.579 -14.397 5.597
H -11.468 -17.059 4.569
H -10.135 -17.173 6.397
H -9.395 -15.501 6.032
H -8.902 -18.185 4.666
H -7.811 -17.348 5.499
H -6.487 -17.126 3.243
H -7.417 -16.287 2.041
H -7.843 -18.008 2.514
C 0.486 -18.690 2.761
O -0.340 -17.862 1.949
C -1.704 -17.829 2.432
C -1.819 -16.965 3.700
N -3.206 -16.714 4.018
C -3.400 -15.548 4.891
C -4.867 -15.345 5.243
O -5.226 -16.269 6.274
C -6.314 -15.752 7.094
H 0.036 -19.662 2.556
H 0.525 -18.387 3.807
H 1.510 -18.768 2.395
H -2.147 -18.825 2.449
H -2.213 -17.322 1.612
H -1.454 -15.983 3.401
H -1.253 -17.394 4.527
H -3.445 -17.515 4.586
H -3.018 -14.671 4.369
H -2.723 -15.654 5.738
H -5.529 -15.399 4.380
H -4.789 -14.346 5.672
H -5.961 -15.228 7.983
H -6.938 -16.577 7.436
H -6.912 -15.016 6.556
C -12.913 -11.589 5.493
O -13.401 -10.304 5.181
C -13.788 -10.072 3.825
C -15.167 -10.630 3.542
N -16.108 -10.034 4.521
C -16.533 -8.697 4.182
C -17.597 -8.527 5.257
O -18.268 -7.249 5.200
C -17.463 -6.114 4.917
H -13.570 -12.357 5.902
H -12.095 -11.511 6.209
H -12.566 -12.058 4.573
H -13.083 -10.455 3.087
H -13.834 -8.986 3.745
H -15.160 -11.672 3.862
H -15.424 -10.553 2.486
H -15.404 -9.801 5.207
H -17.042 -8.619 3.221
H -15.720 -7.975 4.260
H -17.224 -8.742 6.258
H -18.417 -9.227 5.414
H -17.008 -6.217 3.932
H -16.630 -5.877 5.578
H -18.088 -5.221 4.936
C -13.280 -14.898 -1.501
O -13.811 -13.527 -1.477
C -15.053 -13.283 -2.225
C -16.212 -13.956 -1.492
N -16.723 -13.298 -0.314
C -17.992 -13.741 0.259
C -17.850 -15.115 0.843
O -16.980 -15.104 2.009
C -16.850 -16.319 2.741
H -12.192 -14.931 -1.441
H -13.506 -15.465 -2.404
H -13.676 -15.436 -0.639
H -14.941 -13.728 -3.214
H -15.169 -12.200 -2.172
H -15.848 -14.946 -1.218
H -17.103 -14.049 -2.113
H -16.019 -13.314 0.410
H -18.727 -13.713 -0.545
H -18.357 -13.096 1.057
H -17.412 -15.792 0.109
H -18.870 -15.458 1.019
H -17.806 -16.839 2.808
H -16.479 -16.015 3.719
H -16.205 -17.017 2.206
C -14.774 -10.777 9.702
O -14.400 -12.143 9.920
C -12.966 -12.309 10.031
C -12.718 -13.792 10.114
N -12.198 -14.350 8.846
C -10.858 -13.818 8.477
C -9.850 -14.358 9.439
O -9.735 -15.767 9.256
C -8.702 -16.457 9.934
H -14.641 -10.457 8.669
H -14.054 -10.185 10.267
H -15.768 -10.439 9.994
H -12.658 -11.783 10.935
H -12.423 -11.741 9.276
H -13.654 -14.263 10.414
H -12.044 -13.947 10.957
H -12.075 -15.337 9.021
H -10.790 -12.731 8.467
H -10.612 -14.233 7.499
H -10.113 -14.114 10.468
H -8.888 -13.903 9.207
H -8.783 -17.532 9.774
H -8.918 -16.351 10.997
H -7.700 -16.069 9.750
C -7.014 -13.332 2.632
O -8.158 -13.857 1.945
C -8.333 -13.279 0.707
C -9.757 -13.537 0.195
N -10.852 -13.250 1.210
C -10.839 -11.934 1.805
C -11.407 -10.928 0.786
O -12.810 -10.916 0.795
C -13.521 -10.194 -0.173
H -6.036 -13.528 2.190
H -6.744 -13.764 3.595
H -7.171 -12.261 2.761
H -7.654 -13.819 0.047
H -8.128 -12.209 0.672
H -9.979 -14.548 -0.144
H -9.949 -12.892 -0.663
H -11.658 -13.265 0.601
H -9.882 -11.621 2.222
H -11.459 -11.980 2.701
H -10.992 -10.994 -0.220
H -11.071 -9.925 1.049
H -14.555 -10.535 -0.114
H -13.175 -10.402 -1.186
H -13.496 -9.105 -0.135
C -16.945 -19.547 4.170
O -15.864 -19.163 3.276
C -14.713 -18.747 3.998
C -13.456 -18.804 3.061
N -12.098 -18.638 3.647
C -11.529 -19.859 4.202
C -10.919 -20.827 3.144
O -10.607 -21.984 3.888
C -10.076 -23.047 3.119
H -16.671 -20.255 4.952
H -17.774 -20.014 3.638
H -17.419 -18.664 4.597
H -14.564 -19.302 4.924
H -15.028 -17.732 4.240
H -13.558 -17.916 2.437
H -13.484 -19.601 2.318
H -11.607 -18.245 2.856
H -12.307 -20.374 4.766
H -10.737 -19.739 4.941
H -9.960 -20.450 2.789
H -11.504 -21.073 2.257
H -8.991 -23.091 3.210
H -10.410 -22.990 2.083
H -10.392 -24.041 3.435

224
Properties=species:S:1:pos:R:3 method="wB97M-V/def2-TZVPD" e_tot_ev=-128543.78349 molar_mass_g_mol=1363.720 total_charge=+3 gap_ev=7.30
C -25.658 17.288 19.520
C -24.734 18.462 19.535
O -25.136 19.549 19.797
N -23.359 18.228 18.895
H -22.875 17.581 19.501
H -23.548 17.850 17.977
C -22.532 19.556 18.829
H -25.546 16.856 18.526
H -26.646 17.700 19.726
H -25.438 16.551 20.293
H -22.537 20.098 19.774
H -23.097 20.178 18.135
H -21.497 19.412 18.518
C -16.857 22.448 11.898
C -15.852 21.998 12.842
O -14.888 22.694 13.223
N -16.142 20.684 13.611
H -16.657 20.918 14.448
H -16.755 20.193 12.976
C -14.908 19.831 14.060
H -17.851 22.348 12.335
H -16.621 21.882 10.997
H -16.635 23.495 11.693
H -14.237 19.733 13.207
H -15.281 18.820 14.222
H -14.485 20.355 14.917
C -10.767 15.331 11.561
C -11.956 15.993 12.374
C -13.211 16.243 11.600
C -13.790 15.039 10.856
N -14.968 15.433 9.939
C -16.286 15.826 10.606
C -17.398 15.399 9.692
C -16.910 14.254 8.794
C -15.457 14.124 9.275
C -14.617 16.502 8.850
H -9.790 15.440 12.031
H -10.747 15.744 10.553
H -11.028 14.280 11.430
H -11.628 16.948 12.783
H -12.278 15.374 13.212
H -12.798 16.978 10.909
H -13.944 16.654 12.295
H -14.030 14.186 11.491
H -13.043 14.773 10.108
H -16.309 16.901 10.783
H -16.346 15.223 11.512
H -17.866 16.146 9.050
H -18.308 15.078 10.199
H -16.976 14.326 7.708
H -17.432 13.305 8.912
H -14.734 14.033 8.464
H -15.259 13.283 9.941
H -13.594 16.395 8.491
H -14.574 17.466 9.358
H -15.325 16.528 8.021
C -16.126 12.396 17.974
C -16.105 13.438 19.145
C -14.681 13.914 19.409
C -14.698 14.894 20.541
N -13.333 15.446 21.047
C -13.649 16.503 22.088
C -12.515 16.485 23.137
C -11.538 15.336 22.719
C -12.443 14.409 21.876
C -12.543 16.023 19.823
H -16.067 11.345 18.259
H -15.283 12.523 17.295
H -16.984 12.472 17.307
H -16.602 13.012 20.016
H -16.638 14.336 18.834
H -14.300 14.462 18.547
H -13.928 13.128 19.469
H -15.287 14.549 21.390
H -15.192 15.764 20.107
H -13.687 17.442 21.535
H -14.596 16.227 22.551
H -12.039 17.464 23.080
H -12.884 16.356 24.154
H -10.819 15.788 22.036
H -10.946 14.827 23.479
H -11.923 13.723 21.208
H -13.179 13.841 22.445
H -11.821 16.665 20.328
H -13.094 16.649 19.121
H -12.236 15.154 19.240
C -22.762 19.340 12.999
C -23.647 18.354 12.229
C -22.833 17.100 11.820
C -23.724 15.878 11.308
N -22.932 14.583 10.963
C -21.652 14.952 10.188
C -21.361 13.650 9.502
C -22.721 13.257 8.910
C -23.665 13.595 10.007
C -22.597 13.937 12.335
H -21.780 19.568 12.586
H -22.478 18.932 13.969
H -23.348 20.189 13.352
H -24.313 18.809 11.496
H -24.393 18.111 12.986
H -22.181 16.735 12.614
H -22.076 17.367 11.082
H -24.215 16.246 10.407
H -24.478 15.487 11.991
H -20.889 15.353 10.855
H -21.853 15.682 9.403
H -21.020 12.842 10.148
H -20.560 13.768 8.771
H -22.855 12.204 8.659
H -22.943 13.919 8.073
H -24.114 12.798 10.600
H -24.588 14.086 9.697
H -22.097 14.708 12.921
H -22.086 12.978 12.248
H -23.570 13.741 12.785
C -22.418 13.710 17.709
N -23.429 12.584 17.729
C -23.899 12.608 19.233
C -24.552 13.005 16.824
C -22.772 11.253 17.281
C -23.779 10.101 17.355
O -24.472 9.779 18.513
H -21.614 13.327 18.339
H -22.874 14.667 17.961
H -22.046 13.802 16.689
H -24.768 11.971 19.397
H -24.288 13.606 19.436
H -23.121 12.433 19.976
H -24.771 14.071 16.889
H -25.447 12.387 16.899
H -24.084 12.878 15.848
H -21.895 11.082 17.905
H -22.289 11.415 16.318
H -23.297 9.139 17.184
H -24.387 10.150 16.452
H -24.919 8.973 18.246
C -19.109 19.369 20.550
N -17.727 19.090 21.208
C -17.723 19.612 22.685
C -17.574 17.534 21.330
C -16.471 19.710 20.446
C -16.205 19.224 19.009
O -15.400 18.018 19.004
H -19.831 18.793 21.129
H -19.229 19.116 19.497
H -19.325 20.436 20.602
H -18.568 19.125 23.171
H -17.753 20.695 22.569
H -16.740 19.361 23.085
H -16.660 17.175 21.805
H -17.655 16.987 20.391
H -18.442 17.386 21.972
H -15.535 19.624 20.998
H -16.614 20.790 20.426
H -15.730 19.980 18.383
H -17.078 18.890 18.449
H -15.289 17.644 18.127
C -17.846 14.706 15.436
N -18.680 15.897 14.949
C -17.860 16.696 13.939
C -19.946 15.396 14.255
C -19.063 16.851 16.162
C -19.792 16.123 17.356
O -18.934 15.366 18.230
H -18.573 13.915 15.622
H -17.226 14.899 16.312
H -17.289 14.421 14.544
H -16.861 16.910 14.317
H -18.350 17.668 13.876
H -17.736 16.223 12.964
H -20.551 14.833 14.965
H -19.561 14.745 13.470
H -20.518 16.272 13.948
H -19.801 17.458 15.638
H -18.222 17.515 16.361
H -20.498 15.414 16.925
H -20.368 16.883 17.884
H -19.395 15.104 19.030
C -17.179 7.793 13.036
N -17.538 9.011 13.925
C -18.913 9.559 13.464
C -17.671 8.488 15.345
C -16.295 9.959 13.744
C -16.146 11.088 14.843
O -15.483 12.172 14.348
H -17.157 8.202 12.025
H -18.051 7.139 13.021
H -16.238 7.321 13.315
H -19.692 9.024 14.007
H -19.012 9.488 12.380
H -18.905 10.600 13.787
H -18.446 7.727 15.434
H -17.965 9.358 15.932
H -16.688 8.198 15.716
H -16.390 10.301 12.713
H -15.487 9.231 13.809
H -15.680 10.754 15.770
H -17.105 11.417 15.243
H -15.603 12.284 13.402
N -18.292 20.518 16.303
O -18.944 20.470 17.308
O -17.371 21.350 16.170
O -18.567 19.836 15.351
N -18.323 12.144 11.452
O -18.150 11.313 10.605
O -19.395 12.388 12.022
O -17.301 12.719 11.896
N -14.346 16.315 15.840
O -13.274 16.131 16.373
O -15.309 16.742 16.471
O -14.565 16.042 14.649
N -23.551 16.624 15.742
O -24.536 16.971 16.336
O -23.429 15.694 14.991
O -22.497 17.095 16.027
N -18.737 18.958 11.152
O -17.717 19.229 11.799
O -19.112 17.810 10.961
O -19.453 19.947 10.751
N -21.836 15.902 20.504
O -20.928 15.096 20.472
O -21.497 17.097 20.819
O -23.003 15.633 20.350